[1]
This record from OMol25 describes a cluster of 6 separate species, C18H48F6N6O8S2 in total. The level of theory is ωB97M-V/def2-TZVPD.

Structure (XYZ):
```
88
Properties=species:S:1:pos:R:3
N -17.6207 2.0249 7.6455
H -17.3658 1.6772 6.7322
H -18.6089 1.8665 7.7818
H -17.4827 3.0189 7.7599
H -17.1504 1.4479 8.3281
C -20.7250 3.4126 10.4287
F -21.2630 4.5976 10.7879
F -19.4149 3.3462 10.7478
F -21.4158 2.4233 11.0816
S -20.9626 3.1781 8.5461
O -22.3986 3.2434 8.3349
O -20.1623 4.2908 7.9727
N -20.0772 1.6738 8.2738
S -21.2314 0.6693 8.0000
O -22.2034 0.5128 9.1153
O -21.7607 0.8550 6.6446
C -20.3686 -1.0793 8.0179
F -19.0753 -0.9820 7.7013
F -20.4160 -1.5940 9.2540
F -21.0815 -1.9512 7.2605
C -15.4998 3.1141 4.4385
C -15.2986 1.6525 4.7920
C -14.2756 1.2887 5.9346
O -12.9249 1.6764 5.6664
C -12.0093 1.0182 6.5805
N -16.6891 1.1355 5.1342
H -14.5590 3.6639 4.4084
H -16.1228 3.6151 5.1794
H -15.9868 3.2948 3.4802
H -14.8892 1.2368 3.8713
H -14.2306 0.2107 6.0894
H -14.5810 1.6804 6.9048
H -11.9245 -0.0265 6.2812
H -12.4328 1.1216 7.5795
H -10.9954 1.4149 6.5278
H -17.4079 1.5043 4.5281
H -16.7080 0.1650 4.8549
C -18.9534 0.4114 11.3530
C -18.0723 -0.7374 11.8637
C -18.8016 -1.6642 12.8712
O -17.9134 -2.6595 13.3369
C -18.6080 -3.5004 14.1899
N -17.7028 -1.4426 10.6799
H -18.4619 1.1830 10.7604
H -19.3314 0.9683 12.2103
H -19.7808 0.1096 10.7107
H -17.2537 -0.2422 12.3860
H -19.5745 -2.1834 12.3045
H -19.4831 -1.0986 13.5067
H -19.0893 -2.9951 15.0273
H -17.8603 -4.1931 14.5763
H -19.4167 -3.9873 13.6449
H -18.5181 -1.8350 10.2311
H -17.2056 -2.2479 11.0325
C -16.3901 6.9970 7.7725
C -15.9995 5.4950 7.5350
C -14.6048 4.9492 7.9446
O -13.4914 5.4878 7.1600
C -12.2540 4.7542 7.3173
N -17.0547 4.7181 8.1398
H -16.4839 7.0543 8.8570
H -17.4048 7.2365 7.4543
H -15.6754 7.7359 7.4103
H -16.1239 5.3302 6.4647
H -14.7079 3.8776 7.7742
H -14.3462 5.0913 8.9939
H -11.5024 5.0144 6.5719
H -12.3877 3.6833 7.1649
H -11.7817 4.9287 8.2841
H -17.9075 5.1927 7.8797
H -17.0439 4.8663 9.1388
C -15.8978 2.2431 11.0149
C -15.0636 1.3865 10.0993
C -13.9848 0.5673 10.8994
O -13.1196 1.3180 11.7077
C -12.3178 0.5528 12.6599
N -15.9769 0.5660 9.3325
H -16.6652 2.7294 10.4126
H -15.3118 3.0271 11.4944
H -16.3695 1.6515 11.7995
H -14.5124 2.0453 9.4283
H -13.4932 0.0093 10.1025
H -14.4804 -0.1931 11.5030
H -11.6560 -0.1921 12.2178
H -13.0065 0.1847 13.4204
H -11.5884 1.1979 13.1497
H -16.4838 -0.0029 9.9955
H -15.3434 -0.0685 8.8676
```

Results
* HOMO-LUMO gap: 9.97 eV
* HOMO level: -9.625 eV
* charge: 0
* maximum force: 5.2 eV/A



[2]
This record from OMol25 describes a cluster of 12 separate species, C18H48F8N12O28S8 in total. The level of theory is ωB97M-V/def2-TZVPD.

Structure (XYZ):
```
122
Properties=species:S:1:pos:R:3
C -1.4568 -3.4738 0.1765
C -0.5629 -4.6889 0.5829
O -0.2071 -5.5073 -0.2553
N -0.1101 -4.7167 2.0529
H 0.7511 -4.1936 2.1215
H -0.7148 -4.2796 2.7336
C 0.1072 -6.1153 2.5317
H -0.9807 -2.4938 0.2083
H -2.2373 -3.3691 0.9302
H -1.9878 -3.5671 -0.7709
H -0.7564 -6.7803 2.5436
H 0.5872 -6.0236 3.5060
H 0.8464 -6.6227 1.9118
C -4.6748 -0.6743 -3.9018
C -3.3734 0.0392 -3.7603
O -2.4823 0.1045 -4.6032
N -3.4489 1.1015 -2.6789
H -4.1247 0.8990 -1.9562
H -2.5392 1.0085 -2.2500
C -3.7444 2.4738 -3.3269
H -5.5522 -0.1767 -3.4887
H -4.5134 -1.7050 -3.5860
H -4.9310 -0.8581 -4.9452
H -4.4738 2.4448 -4.1363
H -2.8357 2.8723 -3.7780
H -4.1347 3.1516 -2.5677
C 3.1543 2.5741 0.9959
C 4.1682 2.1900 -0.0203
O 5.3135 2.5692 -0.0048
N 3.6356 1.5163 -1.3312
H 4.0325 0.6015 -1.4917
H 2.6640 1.2820 -1.1854
C 3.8803 2.2639 -2.6860
H 3.6624 3.0362 1.8423
H 2.5440 1.8107 1.4784
H 2.5313 3.2781 0.4442
H 4.8669 2.7258 -2.6473
H 3.1022 3.0071 -2.8595
H 3.7893 1.5274 -3.4843
C -2.4005 -0.0995 3.0587
C -3.3719 1.0048 2.7297
O -4.4582 1.1364 3.3320
N -3.1342 1.6081 1.3034
H -2.3112 1.1796 0.9044
H -3.7833 1.2845 0.6005
C -2.8076 3.0858 1.4347
H -1.8658 0.0574 3.9955
H -1.5933 -0.3500 2.3705
H -3.0175 -0.9911 2.9476
H -1.7254 3.2036 1.4889
H -3.4042 3.4014 2.2906
H -3.1953 3.5956 0.5527
C 2.6553 -3.6998 6.5973
C 3.3440 -2.5880 5.8166
O 4.4847 -2.2484 6.1705
N 2.7120 -2.0037 4.5624
H 2.7974 -2.6726 3.8105
H 1.7079 -1.9478 4.6552
C 3.3292 -0.6831 4.0487
H 2.7520 -4.7053 6.1878
H 1.5862 -3.4878 6.6106
H 2.9596 -3.6707 7.6435
H 4.3909 -0.8712 3.8893
H 3.0567 0.1697 4.6705
H 2.9553 -0.4362 3.0550
C 0.9053 0.2670 -5.3330
C 0.8835 -0.4687 -6.7259
O 0.2062 -1.4423 -6.8114
N 1.8228 -0.0660 -7.8996
H 2.6438 0.5193 -7.8404
H 2.1697 -0.9709 -8.1842
C 0.8154 0.3542 -9.0275
H 1.8517 0.6656 -4.9677
H 0.4209 -0.3043 -4.5410
H 0.3807 1.2221 -5.3589
H 0.0011 -0.3702 -9.0376
H 1.3850 0.4018 -9.9556
H 0.4938 1.3604 -8.7588
N 2.1932 -3.2584 2.0313
S 2.5377 -2.3823 0.7719
O 2.3992 -2.9348 -0.6088
O 3.5628 -1.4190 1.0370
F 1.2983 -1.4179 1.0842
S 3.4343 -4.3664 1.4893
O 4.7664 -3.9505 1.2046
O 3.0044 -5.5769 0.8309
F 3.5081 -4.9301 3.0109
N -4.9050 0.6558 -0.5029
S -5.3256 -0.7020 -0.0921
O -5.9351 -1.5996 -1.1062
O -5.5292 -1.0901 1.2973
F -3.8107 -1.2469 -0.2841
S -6.5656 1.1370 -0.5795
O -7.2944 1.3082 0.6516
O -7.2846 0.7986 -1.7875
F -6.1528 2.7017 -0.7557
N 0.9792 2.2860 6.6412
S 0.5860 0.9195 7.1671
O 1.3424 -0.2435 6.8288
O -0.8080 0.7328 7.3717
F 1.0233 1.1940 8.7419
S -0.0108 2.3458 5.2499
O -1.3930 2.8017 5.4593
O 0.2582 1.4143 4.1789
F 0.6583 3.6647 4.5652
N 0.3018 6.3104 -1.9275
S 0.2837 6.0585 -0.4013
O 1.5304 5.8455 0.3170
O -0.9142 5.5121 0.2351
F 0.0657 7.6633 -0.1736
S 0.1754 4.6092 -2.0836
O -1.1471 4.0227 -2.3305
O 1.2066 3.7362 -1.5252
F 0.6946 4.7105 -3.6426
N -0.1490 0.9160 -0.6204
O 0.7418 1.0027 -1.4107
O -1.2480 0.4970 -0.9401
O -0.0254 1.3916 0.4712
N 4.1014 -1.7155 -3.1404
O 4.4541 -2.8114 -3.5378
O 4.6177 -1.3072 -2.0825
O 3.3370 -0.9548 -3.7330
```

Results
* HOMO-LUMO gap: 6.41 eV
* HOMO level: -8.025 eV
* charge: 0
* maximum force: 13.8 eV/A



[3]
This record from OMol25 describes a structure of composition C18H48INO9P2Si2. The level of theory is ωB97M-V/def2-TZVPD.

Structure (XYZ):
```
81
Properties=species:S:1:pos:R:3
C 2.2181 2.9595 -0.6530
C 0.8219 3.1737 -1.3253
C 0.1593 4.3777 -0.6495
N -0.9379 5.0454 -1.3692
Si -2.0604 4.1226 -2.2950
O -3.3325 3.4846 -1.4304
Si -3.0825 2.2952 -0.2967
C -3.4421 0.5374 -0.8938
C -3.6253 0.3419 -2.4048
C -2.2966 0.3344 -3.1779
I -1.6142 -1.6023 -3.7268
H 2.9289 3.5564 -1.2225
H 2.1688 3.3716 0.3566
H 2.4967 1.9107 -0.6168
H 1.0228 3.3333 -2.3831
H 0.2690 2.2502 -1.1420
H 0.9467 5.1256 -0.5203
H -0.1162 4.0720 0.3626
H -0.6005 5.8588 -1.8604
H -2.6660 5.0625 -3.2612
H -1.4500 3.0598 -3.1180
H -4.0176 2.5733 0.8150
H -1.7278 2.3260 0.2975
H -4.3090 0.1725 -0.3403
H -2.6002 -0.0856 -0.5714
H -4.3294 1.0575 -2.8320
H -4.0972 -0.6337 -2.5454
H -2.3647 1.0085 -4.0269
H -1.5247 0.7584 -2.5372
O 3.5280 4.2295 5.6737
P 4.2763 4.5752 4.4511
O 4.8552 6.0824 4.6408
C 5.2685 6.5705 5.9165
C 6.7552 6.3766 6.1437
O 3.1242 4.8071 3.3389
C 1.7702 4.4225 3.5784
C 0.9685 5.6012 4.0901
O 5.2791 4.1020 3.2871
C 6.6632 3.8612 3.5666
C 6.8742 2.8201 4.6467
H 4.6991 6.1074 6.7236
H 5.0369 7.6364 5.9278
H 7.0126 5.3154 6.1666
H 7.0552 6.8187 7.0944
H 7.3336 6.8468 5.3474
H 1.7158 3.5774 4.2628
H 1.3644 4.0916 2.6200
H 1.4502 6.0601 4.9532
H -0.0386 5.2923 4.3740
H 0.8930 6.3713 3.3207
H 7.1582 4.8035 3.8115
H 7.1041 3.5124 2.6332
H 6.3693 3.1005 5.5771
H 7.9367 2.6985 4.8564
H 6.4693 1.8570 4.3346
O -3.0638 -8.1519 -4.5417
P -3.6271 -7.8889 -3.2045
O -2.3824 -7.7810 -2.1628
C -1.1291 -7.2246 -2.5565
C -1.0471 -5.7462 -2.2313
O -4.2919 -9.2990 -2.7737
C -4.4710 -10.3554 -3.7169
C -3.3145 -11.3318 -3.6619
O -4.7216 -7.1187 -2.3143
C -4.6231 -5.7048 -2.1001
C -4.6050 -4.9112 -3.3905
H -0.9322 -7.3910 -3.6165
H -0.3613 -7.7624 -1.9983
H -1.7885 -5.1801 -2.8002
H -0.0592 -5.3544 -2.4776
H -1.2317 -5.5708 -1.1707
H -4.6062 -9.9615 -4.7232
H -5.3964 -10.8659 -3.4444
H -2.3592 -10.8182 -3.7690
H -3.4003 -12.0786 -4.4526
H -3.2953 -11.8443 -2.6988
H -3.7504 -5.4872 -1.4807
H -5.4978 -5.4265 -1.5128
H -3.7847 -5.2269 -4.0439
H -4.4862 -3.8476 -3.1830
H -5.5344 -5.0565 -3.9422
```

Results
* HOMO-LUMO gap: 10.11 eV
* energy above the lowest of the compared OMol25 structures with the same formula, charge and spin: 30.79 kcal/mol
* HOMO level: -9.607 eV
* charge: 0
* maximum force: 5.7 eV/A



[4]
This record from OMol25 describes a cluster of 6 separate species, C18H48O6 in total. The level of theory is ωB97M-V/def2-TZVPD.

Structure (XYZ):
```
72
Properties=species:S:1:pos:R:3
C 4.7543 -2.9101 -0.9396
C 3.9273 -2.3039 0.1646
C 4.7295 -2.1531 1.5248
O 3.4818 -1.0618 -0.2864
H 4.5094 -2.6839 -1.9773
H 4.6539 -3.9945 -0.8930
H 5.7694 -2.5166 -0.9914
H 3.0598 -2.9627 0.2046
H 5.0061 -3.1167 1.9525
H 4.1686 -1.6620 2.3201
H 5.6810 -1.6571 1.3330
H 4.2448 -0.5182 -0.0770
C 0.4034 -5.4460 -0.3279
C -0.8699 -4.8004 -0.4624
C -0.7176 -3.3011 -0.3343
O -1.3080 -4.9802 -1.7180
H 0.8980 -5.7342 -1.2555
H 0.4004 -6.4375 0.1249
H 1.0821 -4.8669 0.2982
H -1.6537 -5.0501 0.2528
H -0.4526 -3.0509 0.6930
H -1.6695 -2.8583 -0.6274
H 0.0687 -2.9472 -1.0010
H -0.9249 -4.2828 -2.2552
C -1.9698 -2.8631 3.4267
C -0.7654 -2.1827 4.1176
C 0.5500 -2.3794 3.3814
O -0.9699 -0.7703 4.2044
H -2.8825 -2.4961 3.8961
H -1.8925 -3.9453 3.3221
H -2.0795 -2.5715 2.3821
H -0.5542 -2.4604 5.1502
H 0.5866 -1.8318 2.4397
H 0.8319 -3.4029 3.1346
H 1.3788 -1.9397 3.9364
H -0.1851 -0.4349 4.6438
C 1.1987 -0.6787 -3.3154
C 0.7601 0.6220 -4.0168
C 0.6769 1.8090 -3.0021
O 1.7253 0.9301 -4.9693
H 2.2603 -0.7024 -3.0693
H 0.9171 -1.5837 -3.8537
H 0.7399 -0.7522 -2.3294
H -0.2107 0.4418 -4.4787
H 0.0170 1.5801 -2.1653
H 0.2633 2.7491 -3.3672
H 1.6739 1.8446 -2.5632
H 2.6041 0.9394 -4.5831
C -5.3820 7.1401 -1.7400
C -4.8642 6.7303 -0.3383
C -3.7017 5.6702 -0.6246
O -4.2784 7.8778 0.2044
H -5.4505 6.3106 -2.4438
H -4.9115 7.9980 -2.2203
H -6.3172 7.6912 -1.6406
H -5.6933 6.3876 0.2808
H -2.7635 6.0040 -1.0677
H -4.0519 4.9402 -1.3544
H -3.3743 5.1030 0.2467
H -4.8412 8.6179 -0.0345
C 0.7258 0.6325 0.5074
C -0.2333 1.6269 1.1358
C 0.3564 2.8057 1.7965
O -1.0822 2.0400 0.0991
H 1.3950 0.1692 1.2324
H 1.3700 0.9508 -0.3122
H 0.1155 -0.1714 0.0959
H -0.7274 1.0210 1.8953
H -0.4047 3.4063 2.2946
H 0.9359 3.3809 1.0744
H 1.0504 2.3972 2.5311
H -1.7880 2.6453 0.3380
```

Results
* HOMO-LUMO gap (alpha / beta): 1.44 / 9.69 eV
* ⟨S²⟩: 0.750
* energy above the lowest of the compared OMol25 structures with the same formula, charge and spin: 39.97 kcal/mol
* HOMO level (alpha / beta): 0.861 / -7.449 eV
* charge: -1
* spin multiplicity: 2
* maximum force: 4.5 eV/A



[5]
This record from OMol25 describes a structure of composition C18H49Fe2NO16. The level of theory is ωB97M-V/def2-TZVPD.

Structure (XYZ):
```
86
Properties=species:S:1:pos:R:3
Fe 0.1293 2.8543 3.4604
Fe 2.0859 -1.9935 -2.1538
C 0.2446 -0.5542 1.3412
C 0.0996 0.7422 1.7263
C 0.6587 1.8166 0.9372
O 0.7194 2.9546 1.5260
C 0.9622 1.6578 -0.4820
C 1.2183 0.3755 -0.8478
C 0.9901 -0.7368 0.1504
O 1.5307 -1.8245 -0.2179
O 1.9500 -0.0091 -1.8173
O -0.5166 1.1862 2.8016
H -0.2178 -1.3954 1.7909
H 1.2925 2.5227 -1.1323
O 3.9934 -1.4339 -2.4206
H 4.1296 -0.4588 -2.3097
H 4.8716 -1.8077 -2.5992
O 2.7909 -4.2341 -1.6440
H 3.2691 -4.9133 -2.1248
H 2.0584 -4.6018 -1.2406
O -1.7453 3.9179 3.8213
H -2.7356 3.8329 3.9369
H -1.5734 4.8067 4.1012
O 1.7092 -1.5782 -4.0479
H 1.5032 -0.6242 -4.2800
H 1.8576 -2.1096 -4.8211
C -0.6334 -6.3798 -0.9319
O -0.5002 -5.1837 -0.1214
C -1.2220 -4.1185 -0.7137
C -2.6852 -4.2441 -0.5888
N -3.1130 -2.9488 -0.0141
C -2.9521 -2.7167 1.4609
C -3.8829 -3.4086 2.4401
O -5.1808 -2.7932 2.3931
C -6.0410 -2.9813 3.4830
H -0.4690 -6.2041 -2.0103
H -1.6623 -6.8132 -0.8353
H 0.1132 -7.0492 -0.4650
H -0.9699 -3.9953 -1.7603
H -0.8853 -3.2389 -0.2194
H -2.8761 -5.0810 0.0546
H -3.2054 -4.4371 -1.5054
H -4.0703 -2.6690 -0.2735
H -3.1079 -1.6433 1.6777
H -1.8815 -2.9716 1.8148
H -3.4874 -3.3086 3.4704
H -3.9747 -4.4896 2.2069
H -5.5996 -2.2666 4.3099
H -6.0970 -4.0002 3.8707
H -7.0485 -2.6726 3.2519
C 2.1143 5.9976 -1.8801
O 1.4280 4.9277 -2.4409
H 2.0269 6.9142 -2.4511
H 1.8225 6.2419 -0.8577
H 3.2267 5.8101 -1.7565
H 0.6944 5.4143 -2.8717
C -0.0216 6.0045 5.3590
O 0.8432 5.2562 4.4813
H -0.9742 5.5186 5.5464
H 0.3735 6.0985 6.4053
H -0.1929 7.0139 4.9707
H 0.6707 5.6179 3.5973
C 5.2970 1.1288 -3.7155
O 4.6958 0.9918 -2.4453
H 4.5631 0.9724 -4.4473
H 5.7489 2.0905 -3.8231
H 6.0745 0.3740 -3.8378
H 3.9306 1.5613 -2.3914
C -3.0353 -0.0233 -1.5086
O -2.0349 -0.6561 -0.8012
H -3.1758 -0.2982 -2.5741
H -4.0126 -0.0513 -1.0000
H -2.7643 1.0156 -1.5111
H -2.3547 -1.5724 -0.6767
C -0.1047 1.8396 -5.2672
O 1.0419 1.1572 -4.6926
H 0.0614 2.8420 -5.5610
H -0.4141 1.2466 -6.1565
H -0.9039 1.8146 -4.5041
H 1.8707 1.5943 -4.8655
C 2.3526 1.3688 4.4872
O 1.8294 2.6429 4.3096
H 3.3621 1.2960 4.0297
H 2.3690 1.0571 5.5607
H 1.6160 0.6614 4.0052
H 2.1322 3.3540 4.8350
```

Results
* HOMO-LUMO gap (alpha / beta): 7.20 / 6.99 eV
* ⟨S²⟩: 20.015
* energy above the lowest of the compared OMol25 structures with the same formula, charge and spin: 15.73 kcal/mol
* HOMO level (alpha / beta): -12.909 / -12.910 eV
* charge: +2
* spin multiplicity: 9
* maximum force: 4.5 eV/A